Density functional theory data (ωB97M-V/def2-TZVPD) for an isolated molecule of C5H9NO.

As for the LUMO energy: 0.807 eV. As for the HOMO-LUMO gap: 0.3382 Eh. Its HOMO energy is -0.3085 Eh. The value obtained for the energy above the lowest of the compared OMol25 structures with the same formula, charge and spin is 108.5 kcal per mole.

Structure (XYZ):
```
16
Properties=species:S:1:pos:R:3:forces:R:3:mulliken_charge:R:1
C -2.042967 -0.818439 -0.413362 -0.1 0.0 0.0 -0.86
N -0.701435 -0.561529 0.087441 -0.1 0.0 0.2 -0.23
C -0.470647 0.575880 1.344616 -0.2 0.4 0.0 -0.78
C -0.098410 0.765205 -0.079213 0.0 0.1 0.0 0.38
C 1.344009 0.843196 -0.533895 0.1 0.1 -0.1 0.17
O 1.657821 1.674530 -1.359649 -0.1 -0.3 0.3 -0.56
C 2.331611 -0.093379 0.111875 0.1 0.0 0.0 -1.17
H -2.530677 -1.559883 0.222725 0.0 0.1 -0.1 0.32
H -2.012372 -1.191753 -1.442903 0.1 0.0 0.2 0.29
H -2.630719 0.106883 -0.387737 0.1 -0.2 0.0 0.32
H -1.492647 0.958814 1.481218 0.1 0.1 -0.1 0.20
H -0.314487 -1.088295 0.872364 0.2 -0.5 -0.5 0.45
H -0.726982 1.370492 -0.735676 0.1 -0.1 0.1 0.47
H 2.057170 -1.135718 -0.088647 0.0 0.1 0.0 0.30
H 3.332066 0.104803 -0.276202 -0.2 0.0 0.1 0.34
H 2.298668 0.049194 1.197043 0.0 0.0 -0.1 0.36
```
Forces are in eV/Å.

Density functional theory data (ωB97M-V/def2-TZVPD) for an isolated molecule of C6H14Se3 in a non-equilibrium geometry.

As for the LUMO energy (spin up / spin down): 0.098 / 0.166 eV. As for the HOMO-LUMO gap (spin up / spin down): 0.2614 / 0.2623 Eh. Its HOMO energy (spin up / spin down) is -0.2578 / -0.2562 Eh.

Structure (XYZ):
```
23
Properties=species:S:1:pos:R:3:forces:R:3:mulliken_charge:R:1
C 3.917198 0.400641 1.561358 0.5 -1.4 0.8 -1.47
C 2.762623 0.863389 0.728560 -2.3 -3.2 1.4 0.18
C -4.122999 -0.801943 0.398166 -3.1 -0.2 2.9 -0.51
C -3.064197 -0.613149 -0.532347 3.4 1.3 -1.8 -1.09
C -0.429149 -0.987003 -1.720110 1.4 1.1 1.5 -1.11
C 2.919042 0.627615 -0.714327 -0.5 -0.6 -1.0 -0.60
Se -4.228421 0.847421 1.648543 1.2 -0.6 -1.0 -0.12
Se 1.472141 0.424637 -1.756539 -1.1 0.1 -0.9 0.10
Se -1.108797 -0.909311 0.071155 -1.4 0.2 -0.1 0.12
H 3.703775 0.339350 2.626161 -0.2 0.5 0.1 0.35
H 4.797997 0.979162 1.419624 0.7 1.0 -0.1 0.36
H 4.287345 -0.607034 1.358602 -0.5 -0.2 -0.5 0.38
H 2.619381 1.875244 0.907779 -0.4 2.2 0.3 0.29
H 1.716061 0.342726 1.138148 2.7 1.2 -0.9 0.11
H -5.160425 -0.645515 -0.020799 1.3 -0.9 0.0 0.36
H -4.060923 -1.774349 1.012832 -0.2 1.6 -0.9 0.32
H -2.968140 0.411251 -0.934659 -0.5 -0.3 0.3 0.46
H -3.061192 -1.194564 -1.426289 -0.4 -1.0 -0.4 0.41
H -1.032414 -0.443486 -2.421766 -0.2 0.0 -0.4 0.41
H -0.094093 -1.964383 -1.960127 0.1 -0.7 -0.6 0.44
H 3.730657 0.069150 -1.178157 0.2 0.2 0.5 0.38
H -3.169351 1.453664 0.759418 -0.7 0.0 0.9 0.10
H 0.573878 1.306482 -0.965233 0.1 -0.1 -0.2 0.14
```
Forces are in eV/Å.

Density functional theory data (ωB97M-V/def2-TZVPD) for an isolated ion of composition C3H6N2O2P and charge -1 in a non-equilibrium geometry.

As for the LUMO energy: 4.074 eV. As for the charge: -1. As for the HOMO-LUMO gap: 0.2129 Eh. Its HOMO energy is -0.0632 Eh. The value obtained for the energy above the lowest of the compared OMol25 structures with the same formula, charge and spin is 64.4 kcal per mole.

Structure (XYZ):
```
14
Properties=species:S:1:pos:R:3:forces:R:3:mulliken_charge:R:1
C 0.597208 1.376937 -1.214859 2.1 -1.3 -2.1 0.69
C -0.413045 0.417255 0.758981 0.9 1.8 0.2 -1.15
C 0.468152 0.079010 -0.379966 -2.0 1.7 -2.2 0.12
N 0.353328 1.179627 1.695362 2.4 0.7 0.1 -0.55
N -0.205480 -0.881947 -1.196129 -0.8 -1.6 -1.3 -0.75
O 0.882216 2.484975 -0.652247 -0.1 0.4 -0.2 -0.46
O 0.654591 1.259736 -2.448216 -0.5 0.2 0.5 -0.71
P 0.628901 2.856509 1.007229 -0.2 -0.3 2.3 -0.30
H -1.233036 1.088871 0.451583 -0.2 -0.7 0.0 0.47
H -0.640872 -0.494281 1.166249 -1.6 -2.3 1.3 0.43
H 1.457853 -0.271967 -0.135138 0.3 -0.2 0.4 0.30
H 1.260409 0.609618 1.732282 -1.3 1.5 0.5 0.30
H 0.246077 -0.807105 -2.104030 -0.2 -0.2 -0.1 0.32
H -1.209954 -0.658552 -1.400046 1.4 0.1 0.6 0.28
```
Forces are in eV/Å.

Density functional theory data (ωB97M-V/def2-TZVPD) for an isolated molecule of C22H31N3O3.

As for the LUMO energy: 0.273 eV. As for the HOMO-LUMO gap: 0.3110 Eh. Its HOMO energy is -0.3009 Eh. The value obtained for the energy above the lowest of the compared OMol25 structures with the same formula, charge and spin is 37.7 kcal per mole. As for the structure (SMILES): CC[C@@H]1CCCCN1CCCNC(=O)COc1cc(=O)n(C)c2ccccc12.

Structure (XYZ):
```
59
Properties=species:S:1:pos:R:3:forces:R:3:mulliken_charge:R:1
C 2.097972 1.125544 -2.616482 0.2 -0.1 0.1 -1.09
C 3.087359 0.914664 -1.477747 -0.3 0.2 0.0 -0.63
H 4.017646 1.442467 -1.699566 0.1 -0.1 0.0 0.36
H 3.324968 -0.145458 -1.392474 0.1 -0.1 0.0 0.32
C 2.534333 1.448402 -0.149199 0.4 0.1 -0.1 -0.22
N 1.322120 0.727371 0.228254 -0.2 0.0 0.0 0.80
C 0.391640 1.504570 1.023636 -0.1 0.2 -0.3 -0.73
H -0.317772 0.796982 1.463098 0.0 0.0 0.1 0.40
C -0.379557 2.508456 0.158294 -0.1 0.0 0.3 0.08
H 0.275558 3.326434 -0.140693 0.0 0.0 -0.1 0.44
H -0.718750 2.004518 -0.747755 0.0 0.0 -0.1 -0.04
C -1.582559 3.102953 0.895744 0.2 0.3 -0.2 -1.26
N -2.635000 2.129742 1.072092 0.2 -0.2 0.4 -0.06
C -3.760090 2.129209 0.333715 0.0 -0.4 0.4 0.52
O -4.139404 3.052531 -0.350440 -0.2 0.1 -0.3 -0.66
C -4.573442 0.831846 0.468658 -0.3 0.4 -0.3 -0.50
O -3.789038 -0.295914 0.796329 0.4 -0.4 0.0 -0.57
C -2.861725 -0.718813 -0.103618 0.0 0.2 -0.4 0.93
C -2.603421 -0.141249 -1.298991 -0.5 0.2 0.4 -0.81
C -1.580028 -0.629543 -2.190522 0.2 -0.2 0.0 0.27
O -1.319182 -0.105728 -3.260204 -0.1 0.2 -0.1 -0.73
N -0.878213 -1.755578 -1.765028 0.1 0.1 -0.3 0.17
C -1.110359 -2.369093 -0.563879 -0.3 -0.1 0.6 0.20
C -0.377005 -3.494436 -0.158867 0.0 0.0 -0.1 -0.37
C -0.612427 -4.088430 1.060148 -0.1 0.1 0.0 -0.81
C -1.585785 -3.590378 1.920836 0.0 0.0 0.1 -0.80
C -2.322597 -2.493462 1.542616 0.0 0.1 -0.1 -0.81
C -2.100963 -1.872522 0.309321 0.1 -0.2 0.1 0.96
H -3.088475 -2.091523 2.187252 -0.1 0.0 0.1 0.46
H -1.760976 -4.063711 2.874347 0.0 0.0 0.1 0.43
H -0.032572 -4.952148 1.349397 0.1 -0.1 0.0 0.41
H 0.384528 -3.904782 -0.800139 0.1 0.0 -0.1 0.48
C 0.143160 -2.258092 -2.659014 0.2 0.0 -0.3 -1.38
H 0.133275 -1.615997 -3.539583 0.1 -0.1 0.1 0.35
H 1.126264 -2.206966 -2.190429 0.0 0.0 0.0 0.38
H -0.074737 -3.284135 -2.958259 0.0 0.0 0.0 0.45
H -3.131948 0.726994 -1.658301 -0.1 0.1 0.0 0.46
H -5.136774 0.675347 -0.457825 0.1 0.0 0.1 0.36
H -5.282643 0.940466 1.294264 0.1 0.0 -0.1 0.37
H -2.405923 1.292619 1.586689 -0.2 0.0 -0.1 0.29
H -1.276941 3.483850 1.875608 0.0 0.1 -0.1 0.36
H -2.015043 3.919202 0.313560 0.1 0.0 0.2 0.47
H 0.876268 2.044533 1.854953 -0.1 -0.1 0.1 0.05
C 1.599815 -0.593028 0.758151 0.0 -0.2 0.3 -0.31
C 2.584377 -0.603146 1.932205 0.0 -0.1 -0.3 -1.01
C 3.889393 0.051326 1.491685 -0.1 0.1 0.2 -0.66
C 3.597323 1.454093 0.967356 -0.1 -0.1 -0.1 -1.16
H 4.511056 1.916790 0.591026 0.0 0.1 0.0 0.40
H 3.234627 2.068384 1.796006 0.0 0.1 0.0 0.33
H 4.352225 -0.550170 0.706873 0.1 -0.1 0.0 0.31
H 4.591278 0.105383 2.327347 0.1 0.0 -0.1 0.42
H 2.755965 -1.631177 2.256152 0.0 0.0 0.1 0.44
H 2.159326 -0.050191 2.773175 0.0 0.0 0.1 0.32
H 0.654127 -1.053593 1.055083 0.0 0.0 -0.1 -0.02
H 2.017444 -1.197492 -0.051863 0.0 -0.1 0.0 0.24
H 2.241330 2.487216 -0.331747 0.0 0.0 0.0 0.51
H 1.140846 0.673689 -2.376113 -0.1 0.0 0.0 0.07
H 1.936136 2.186961 -2.788329 -0.1 0.1 -0.1 0.32
H 2.472974 0.684241 -3.536779 0.0 0.0 -0.1 0.47
```
Forces are in eV/Å.

Density functional theory data (ωB97M-V/def2-TZVPD) for C24H26AsF11O3PSSiZr as an isolated structure.

As for the LUMO energy (spin up / spin down): -5.999 / -8.842 eV. As for the charge: +2. As for the HOMO-LUMO gap (spin up / spin down): 0.3038 / 0.1994 Eh. As for the spin multiplicity: 2. Its HOMO energy (spin up / spin down) is -0.5243 / -0.5243 Eh. The value obtained for the energy above the lowest of the compared OMol25 structures with the same formula, charge and spin is 0.0 kcal per mole. Its expectation value of S² is 0.776.

Structure (XYZ):
```
69
Properties=species:S:1:pos:R:3:forces:R:3:mulliken_charge:R:1
Zr -1.211161 -0.454856 1.020852 -0.5 0.1 0.0 2.08
F 4.460771 3.196849 -1.372088 0.0 0.0 0.0 -0.23
C 3.245517 3.029560 -0.932869 0.0 0.0 0.0 0.47
C 2.773768 1.723298 -0.719275 -0.1 -0.1 0.0 -0.09
F 3.552350 0.687580 -0.968995 0.0 0.0 0.0 -0.25
C 1.500001 1.562968 -0.264439 0.0 -0.2 0.0 -0.38
F 1.021836 0.303003 -0.090343 0.1 0.0 0.0 0.45
C 0.636260 2.634776 0.013971 -0.3 0.0 0.1 0.55
S -0.929250 2.377880 0.608209 0.3 0.0 0.0 -0.21
C 1.146886 3.933740 -0.218544 0.0 0.1 0.0 0.16
F 0.385018 4.972402 0.021874 0.0 0.0 0.0 -0.27
C 2.431541 4.131477 -0.685513 0.0 0.0 0.0 0.24
F 2.889559 5.344001 -0.894641 0.0 0.0 0.0 -0.23
C 0.330583 1.210417 7.067924 0.0 0.0 0.0 -1.11
C 1.250919 0.969655 5.902441 0.0 0.0 0.0 -0.31
O 0.523452 0.210449 4.860449 0.0 0.0 -0.1 -0.22
P 0.365824 0.765516 3.395487 -0.1 0.0 0.1 -0.13
O -1.282718 0.631462 3.067202 0.0 -0.3 0.1 -0.15
C -2.208442 -0.050415 4.059309 -0.1 0.2 -0.2 0.13
C -3.137232 0.981433 4.629368 0.0 0.0 0.0 -1.33
O 0.514151 -0.671804 2.496137 0.1 0.0 -0.3 0.24
C 1.788245 -1.420917 2.483641 0.0 0.0 0.0 -0.22
C 1.647409 -2.657004 3.332723 0.1 0.0 -0.1 -1.25
H 0.882155 1.724128 7.855615 0.0 0.0 0.0 0.44
H -0.039558 0.269188 7.472308 0.0 0.0 0.0 0.31
H -0.511851 1.841221 6.783526 0.0 0.0 0.0 0.24
H 2.099174 0.344009 6.167379 0.0 0.0 0.0 0.28
H 1.611862 1.899724 5.460331 0.0 0.0 0.0 0.42
H -1.570051 -0.523001 4.797157 -0.1 0.0 0.1 0.37
H -2.726263 -0.816942 3.489138 -0.1 0.0 0.0 0.11
H -2.588380 1.757207 5.162776 0.0 0.0 0.0 0.28
H -3.810710 0.496179 5.337344 0.0 0.0 0.0 0.42
H -3.737840 1.437980 3.844515 0.0 0.0 0.0 0.33
H 2.561253 -0.746503 2.856926 0.0 0.0 0.0 0.45
H 2.003171 -1.647265 1.442088 0.0 0.0 0.0 0.21
H 1.492301 -2.402921 4.379664 0.0 0.0 0.0 0.34
H 2.560034 -3.249067 3.250569 0.0 0.0 0.0 0.42
H 0.815493 -3.270009 2.985777 0.0 0.0 0.0 0.22
F 0.021753 -2.011079 0.017688 -0.1 0.2 0.2 0.04
As -3.319027 -0.358705 -1.873340 -0.1 -0.1 -0.2 1.06
F -2.003672 -2.086966 1.584170 0.2 0.2 0.1 -0.53
F -3.027338 0.213042 0.930428 0.5 -0.1 0.1 -0.70
F -3.645050 1.294261 -1.688195 0.0 0.1 0.0 -0.33
F -1.604374 -0.160120 -1.126377 0.2 -0.3 0.1 -0.24
F -2.689805 -0.215212 -3.445070 0.0 0.1 0.1 -0.36
C -3.800586 -3.796218 -3.092366 0.0 0.0 0.0 -0.43
C -2.605211 -3.238376 -3.537505 0.0 0.0 0.0 -0.77
C -1.500120 -3.214089 -2.699702 0.0 0.0 0.0 -0.15
C -1.573225 -3.752399 -1.408771 0.2 0.0 0.1 0.48
C -2.779941 -4.309099 -0.977571 0.0 0.0 0.1 -0.20
C -3.888346 -4.327930 -1.813433 0.0 0.0 0.0 -0.65
Si -0.126425 -3.731056 -0.253703 -0.1 0.0 -0.2 0.10
C 1.580459 -4.199843 -0.733845 -0.2 0.1 0.1 0.70
C 2.183691 -5.242372 -0.022553 0.0 0.0 0.0 -0.34
C 3.459678 -5.672642 -0.356261 0.0 0.0 0.0 -0.67
C 4.148211 -5.055450 -1.390051 0.0 0.0 0.0 -0.44
C 3.565792 -4.008032 -2.096287 0.0 0.0 0.0 -0.81
C 2.289269 -3.584373 -1.771497 0.0 0.0 -0.1 -0.10
H -4.658773 -3.828215 -3.751335 0.0 0.0 0.0 0.44
H -2.534493 -2.836424 -4.539427 0.0 0.0 0.0 0.45
H -0.573133 -2.785224 -3.064571 0.0 0.0 0.0 0.20
H -2.860643 -4.727139 0.019857 0.0 0.0 0.0 0.36
H -4.814889 -4.769989 -1.471020 0.0 0.0 0.0 0.43
H -0.484564 -4.296582 1.050773 0.0 0.0 0.1 -0.24
H 1.654254 -5.729002 0.789852 0.0 0.0 0.0 0.37
H 3.914014 -6.490391 0.187116 0.0 0.0 0.0 0.42
H 5.143227 -5.391449 -1.650394 0.0 0.0 0.0 0.42
H 4.107477 -3.532647 -2.903233 0.0 0.0 0.0 0.42
H 1.842413 -2.773681 -2.337370 0.0 0.0 0.0 0.28
```
Forces are in eV/Å.